Record 1
The following is a quantum chemistry calculation of C24H33ClN4O4 in the gas phase, from the Open Molecules 2025 dataset.

Its net charge is 0. As for the total energy: -1914.5574 Eh. Its gap between HOMO and LUMO is 9.33 eV. Its relative energy (zero: lowest compared OMol25 entry of this formula, charge and spin) is 7.0 kcal per mole. Its spin multiplicity is 1. Its SMILES is CC[C@@H](C)N(C(=O)CCC(=O)Nc1cc(C)on1)[C@@H](C(=O)NC(C)(C)C)c1ccccc1Cl.

Atoms and positions in Å:
C (-1.426, 1.088, -2.719)
C (-0.574, 0.059, -3.454)
H (-0.939, -0.062, -4.477)
H (0.452, 0.430, -3.521)
C (-0.583, -1.332, -2.795)
N (-0.307, -1.263, -1.367)
C (-1.214, -1.402, -0.377)
O (-0.871, -1.305, 0.795)
C (-2.661, -1.712, -0.724)
H (-2.971, -1.229, -1.648)
C (-3.587, -1.233, 0.400)
C (-3.641, 0.287, 0.355)
O (-4.460, 0.888, -0.307)
N (-2.675, 0.883, 1.104)
C (-2.440, 2.238, 1.171)
N (-1.582, 2.722, 2.038)
O (-1.563, 4.068, 1.866)
C (-2.423, 4.406, 0.889)
C (-3.020, 3.282, 0.402)
H (-3.752, 3.182, -0.369)
C (-2.559, 5.840, 0.534)
H (-3.350, 5.962, -0.199)
H (-2.791, 6.425, 1.422)
H (-1.623, 6.214, 0.120)
H (-1.979, 0.301, 1.559)
H (-3.219, -1.585, 1.363)
H (-4.593, -1.615, 0.226)
H (-2.751, -2.796, -0.845)
C (1.037, -0.882, -0.968)
C (2.034, -1.997, -0.766)
C (3.378, -1.622, -0.866)
C (4.411, -2.514, -0.670)
C (4.125, -3.836, -0.369)
C (2.809, -4.239, -0.271)
C (1.772, -3.332, -0.465)
Cl (0.170, -3.977, -0.318)
H (2.565, -5.265, -0.045)
H (4.919, -4.550, -0.215)
H (5.434, -2.182, -0.755)
H (3.603, -0.591, -1.098)
H (1.429, -0.242, -1.766)
C (0.947, 0.105, 0.250)
O (0.336, 1.141, 0.101)
N (1.714, -0.225, 1.297)
H (2.006, -1.188, 1.355)
C (1.829, 0.523, 2.554)
C (2.911, -0.190, 3.368)
H (3.099, 0.351, 4.291)
H (2.596, -1.201, 3.622)
H (3.840, -0.244, 2.805)
C (2.254, 1.959, 2.253)
H (3.205, 1.973, 1.724)
H (1.500, 2.442, 1.640)
H (2.356, 2.514, 3.181)
C (0.496, 0.507, 3.305)
H (-0.210, 1.177, 2.820)
H (0.087, -0.500, 3.316)
H (0.641, 0.843, 4.328)
C (0.396, -2.273, -3.501)
H (1.415, -1.895, -3.467)
H (0.105, -2.376, -4.543)
H (0.377, -3.257, -3.040)
H (-1.578, -1.762, -2.912)
H (-2.468, 0.781, -2.672)
H (-1.381, 2.041, -3.240)
H (-1.059, 1.241, -1.707)

***

Record 2
The following is a quantum chemistry calculation of a 3-piece molecular cluster, C21H17FINO10 overall, from the Open Molecules 2025 dataset.

Its net charge is 0. As for the total energy: -2014.8413 Eh. Its gap between HOMO and LUMO is 7.69 eV. Its spin multiplicity is 1. Its SMILES is NC1=C(CCCF)C(=O)C(I)=CC1=O.O=C1C=C(O)C(=O)C=C1O.O=C1C=C(O)C(=O)C=C1O.

Atoms and positions in Å:
N (-3.568, 2.842, -3.182)
C (-4.128, 1.742, -2.271)
C (-3.454, 1.595, -0.919)
C (-2.170, 2.500, -0.422)
C (-0.831, 1.531, -0.551)
C (-0.723, 0.378, 0.610)
F (-1.178, 0.805, 1.953)
C (-4.128, 0.420, 0.059)
O (-4.105, 0.490, 1.405)
C (-4.885, -0.904, -0.581)
I (-4.899, -2.789, 0.536)
C (-5.516, -0.719, -1.941)
C (-5.399, 0.752, -2.717)
O (-6.236, 1.147, -3.686)
H (-3.247, 2.425, -4.084)
H (-4.403, 3.476, -3.346)
H (-2.288, 2.956, 0.655)
H (-1.948, 3.429, -1.138)
H (0.172, 2.151, -0.511)
H (-0.911, 0.951, -1.589)
H (-1.311, -0.591, 0.241)
H (0.408, 0.016, 0.721)
H (-6.049, -1.663, -2.388)
C (3.349, 3.316, 3.659)
C (2.515, 2.457, 3.069)
C (2.869, 1.794, 1.784)
O (2.090, 0.995, 1.275)
C (4.159, 2.136, 1.164)
C (4.991, 2.997, 1.752)
C (4.649, 3.639, 3.051)
O (5.442, 4.413, 3.576)
O (6.203, 3.325, 1.174)
O (1.290, 2.150, 3.633)
H (3.105, 3.803, 4.595)
H (4.396, 1.661, 0.221)
H (6.622, 3.965, 1.791)
H (0.874, 1.506, 3.019)
C (-0.024, -4.004, -1.180)
C (0.230, -5.290, -0.931)
C (1.576, -5.739, -0.477)
O (1.774, -6.925, -0.238)
C (2.631, -4.723, -0.338)
C (2.377, -3.438, -0.590)
C (1.024, -2.985, -1.017)
O (0.817, -1.794, -1.224)
O (3.365, -2.478, -0.464)
O (-0.750, -6.254, -1.084)
H (-0.998, -3.664, -1.507)
H (3.609, -5.066, -0.025)
H (2.934, -1.628, -0.700)
H (-0.320, -7.103, -0.842)

***

Record 3
The following is a quantum chemistry calculation of a 2-piece molecular cluster, C3H10N overall, from the Open Molecules 2025 dataset.

Its net charge is +1. As for the total energy: -174.5855 Eh. Its gap between HOMO and LUMO (spin up / spin down) is 9.89 / 9.80 eV. Its relative energy (zero: lowest compared OMol25 entry of this formula, charge and spin) is 141.9 kcal per mole. Its spin multiplicity is 1.

Atoms and positions in Å:
C (1.172, -0.986, -0.270)
C (-0.052, 1.538, 0.385)
C (-0.269, -0.735, 0.049)
N (-0.784, 0.526, -0.378)
H (1.830, -0.794, 0.632)
H (1.285, -2.155, -0.499)
H (1.468, -0.528, -1.199)
H (0.341, 1.392, 1.482)
H (0.992, 1.719, 0.045)
H (-0.619, 2.465, 0.450)
H (-0.564, -1.026, 1.011)
H (-2.234, -2.751, -0.377)
H (-1.765, 0.673, 0.059)
H (-0.802, 0.662, -1.388)

***

Record 4
The following is a quantum chemistry calculation of a 5-piece molecular cluster, C33H55Cl12N2O3P2 overall, from the Open Molecules 2025 dataset.

Its net charge is +1. As for the total energy: -7830.0854 Eh. Its gap between HOMO and LUMO is 6.70 eV. Its spin multiplicity is 1.

Atoms and positions in Å:
C (4.271, 0.452, 2.667)
C (3.746, -0.268, 1.821)
C (3.186, -1.225, 0.697)
N (2.596, -0.459, -0.445)
C (3.515, 0.124, -1.374)
P (5.361, -0.022, -1.126)
C (6.307, 1.375, -1.957)
C (6.206, 2.661, -0.984)
C (6.031, -1.728, -1.561)
C (6.893, -2.217, -0.276)
C (3.001, 0.883, -2.578)
C (1.515, 1.083, -2.827)
C (0.961, 1.872, -4.080)
O (0.918, 1.399, -5.196)
O (0.540, 3.202, -3.881)
P (-1.084, 3.471, -4.345)
N (-1.254, 4.110, -5.781)
C (0.600, 0.468, -1.775)
C (-0.978, 0.642, -1.886)
C (-1.314, 1.955, -0.989)
C (-2.798, 1.959, -0.412)
C (-2.829, 2.150, 1.185)
C (-4.320, 2.450, 1.697)
C (-5.454, 1.726, 0.850)
C (-6.807, 1.483, 1.676)
C (-7.483, 0.077, 1.359)
C (-7.895, -0.103, -0.174)
C (-7.892, -1.660, -0.579)
C (-6.436, -2.305, -0.498)
C (-5.875, -2.832, -1.907)
C (-4.879, -1.749, -2.574)
C (1.196, -0.307, -0.614)
C (0.163, -0.902, 0.421)
C (-0.224, -2.421, 0.156)
C (-0.665, -3.028, 1.583)
O (-1.399, -2.555, -0.688)
H (4.485, 0.992, 3.637)
H (3.982, -1.955, 0.337)
H (2.416, -1.867, 1.228)
H (5.952, 1.651, -2.992)
H (7.410, 1.078, -1.933)
H (5.118, 2.682, -0.634)
H (6.442, 3.621, -1.535)
H (6.838, 2.544, -0.054)
H (6.732, -1.730, -2.447)
H (5.213, -2.508, -1.688)
H (6.559, -1.603, 0.629)
H (8.009, -2.011, -0.406)
H (6.717, -3.301, -0.023)
H (3.682, 1.345, -3.348)
H (-1.737, 2.207, -4.351)
H (-1.656, 4.396, -3.407)
H (-1.755, 5.008, -5.719)
H (-1.542, -0.221, -1.423)
H (-1.325, 0.749, -2.953)
H (-0.520, 1.951, -0.169)
H (-1.168, 2.850, -1.662)
H (-3.298, 2.901, -0.823)
H (-3.369, 1.049, -0.754)
H (-2.357, 1.260, 1.712)
H (-2.218, 3.069, 1.476)
H (-4.387, 2.042, 2.761)
H (-4.545, 3.563, 1.764)
H (-5.630, 2.292, -0.119)
H (-5.051, 0.706, 0.548)
H (-6.623, 1.549, 2.790)
H (-7.543, 2.303, 1.377)
H (-8.402, -0.049, 2.009)
H (-6.747, -0.731, 1.670)
H (-8.943, 0.298, -0.319)
H (-7.194, 0.454, -0.870)
H (-8.375, -1.769, -1.601)
H (-8.571, -2.188, 0.155)
H (-5.726, -1.490, -0.124)
H (-6.414, -3.110, 0.309)
H (-6.723, -3.001, -2.634)
H (-5.317, -3.806, -1.703)
H (-3.958, -2.282, -2.986)
H (-5.460, -1.246, -3.403)
H (-4.552, -0.948, -1.844)
H (0.689, -0.868, 1.434)
H (-0.769, -0.276, 0.547)
H (0.610, -3.063, -0.253)
H (-0.680, -4.154, 1.496)
H (0.055, -2.736, 2.402)
H (-1.710, -2.658, 1.823)
H (-1.204, -3.130, -1.452)
C (-3.988, -1.919, 4.208)
Cl (-2.271, -2.087, 4.595)
Cl (-4.381, -0.232, 3.854)
Cl (-4.421, -2.958, 2.844)
H (-4.567, -2.231, 5.073)
C (7.224, 2.579, 3.633)
Cl (7.402, 1.478, 2.261)
Cl (6.132, 1.887, 4.843)
Cl (8.796, 2.935, 4.352)
H (6.792, 3.509, 3.274)
C (11.247, -2.020, -2.156)
Cl (11.001, -3.464, -3.142)
Cl (9.843, -0.945, -2.267)
Cl (11.557, -2.460, -0.473)
H (12.115, -1.488, -2.536)
C (1.045, -0.419, 5.898)
Cl (0.155, 0.450, 4.638)
Cl (0.573, 0.156, 7.499)
Cl (0.782, -2.164, 5.759)
H (2.105, -0.222, 5.763)

***

Record 5
The following is a quantum chemistry calculation of a 2-piece molecular cluster, C4H9IN3 overall, from the Open Molecules 2025 dataset.

Its net charge is +1. As for the total energy: -619.4608 Eh. Its gap between HOMO and LUMO is 9.45 eV. Its relative energy (zero: lowest compared OMol25 entry of this formula, charge and spin) is 59.8 kcal per mole. Its spin multiplicity is 1.

Atoms and positions in Å:
C (1.528, -0.960, 1.769)
C (-0.131, 0.695, -0.416)
C (-1.357, -1.387, -0.546)
C (-0.875, -0.220, 0.195)
N (2.139, -0.033, 1.474)
N (0.537, 1.812, 0.353)
N (0.265, 0.714, -1.701)
I (0.810, -2.656, 2.277)
H (-2.200, -1.231, -1.246)
H (-0.418, -1.825, -0.929)
H (-1.688, -2.076, 0.241)
H (-1.354, -0.127, 1.235)
H (1.454, 1.638, 0.797)
H (-0.157, 2.009, 1.199)
H (0.557, 2.625, -0.320)
H (-0.169, -0.080, -2.244)
H (1.058, 1.101, -2.138)

***

Record 6
The following is a quantum chemistry calculation of C2H5BrO in the gas phase, from the Open Molecules 2025 dataset.

Its net charge is 0. As for the total energy: -2728.4296 Eh. Its gap between HOMO and LUMO is 11.04 eV. Its relative energy (zero: lowest compared OMol25 entry of this formula, charge and spin) is 10.4 kcal per mole. Its spin multiplicity is 1. Its SMILES is C[C@H](O)Br.

Atoms and positions in Å:
C (0.356, 0.738, -0.443)
C (0.036, -0.418, 0.460)
O (-0.344, -1.606, -0.187)
Br (-1.369, 0.224, 1.798)
H (0.946, 0.394, -1.299)
H (-0.452, 1.130, -0.914)
H (0.884, 1.524, 0.079)
H (1.020, -0.608, 1.247)
H (-1.076, -1.378, -0.741)

***

Record 7
The following is a quantum chemistry calculation of a 6-piece molecular cluster, C56H98Br2O5 overall, from the Open Molecules 2025 dataset.

Its net charge is 0. As for the total energy: -7716.8221 Eh. Its gap between HOMO and LUMO is 8.69 eV. Its relative energy (zero: lowest compared OMol25 entry of this formula, charge and spin) is 0.0 kcal per mole. Its spin multiplicity is 1. Its SMILES is COCCCCCc1ccc2c(c1[C@H](Br)[C@H](C)Br)C(=O)c1cccc(CCOC=O)c1C2=O.CCCCCC.CCCCCC.CCCCCC.CCCCCC.CCCCCC.

Atoms and positions in Å:
C (-0.497, 5.603, 0.109)
O (0.549, 5.733, -0.838)
C (1.567, 4.760, -0.581)
C (2.544, 4.725, -1.731)
C (3.948, 4.267, -1.331)
C (3.970, 3.017, -0.431)
C (4.745, 1.800, -1.005)
C (3.870, 0.568, -1.011)
C (3.134, 0.335, -2.165)
C (2.259, -0.721, -2.254)
C (2.123, -1.558, -1.167)
C (2.876, -1.378, -0.014)
C (3.763, -0.296, 0.088)
C (4.542, 0.017, 1.347)
Br (6.143, -1.092, 1.424)
C (3.635, 0.092, 2.617)
C (3.494, 1.552, 3.031)
Br (4.217, -0.906, 4.168)
C (2.616, -2.379, 1.071)
O (3.483, -2.880, 1.747)
C (1.180, -2.735, 1.231)
C (0.640, -2.912, 2.488)
C (-0.710, -3.184, 2.597)
C (-1.493, -3.273, 1.461)
C (-0.962, -3.112, 0.194)
C (-1.870, -3.177, -1.010)
C (-2.000, -1.845, -1.722)
O (-2.225, -0.784, -0.774)
C (-1.200, 0.077, -0.635)
O (-0.753, 0.412, 0.421)
C (0.402, -2.850, 0.087)
C (1.108, -2.646, -1.204)
O (0.870, -3.283, -2.210)
H (-0.857, 6.595, 0.378)
H (-1.324, 5.015, -0.296)
H (-0.152, 5.131, 1.032)
H (1.040, 3.809, -0.449)
H (2.055, 5.027, 0.366)
H (2.616, 5.751, -2.101)
H (2.139, 4.147, -2.563)
H (4.506, 4.055, -2.242)
H (4.453, 5.087, -0.820)
H (2.960, 2.690, -0.189)
H (4.426, 3.267, 0.526)
H (5.029, 1.994, -2.038)
H (5.654, 1.625, -0.436)
H (3.238, 1.017, -3.001)
H (1.671, -0.912, -3.142)
H (4.964, 1.005, 1.245)
H (2.643, -0.251, 2.336)
H (4.463, 1.989, 3.264)
H (2.858, 1.612, 3.912)
H (3.006, 2.100, 2.224)
H (1.274, -2.820, 3.361)
H (-1.144, -3.303, 3.581)
H (-2.555, -3.456, 1.574)
H (-2.861, -3.443, -0.635)
H (-1.528, -3.949, -1.696)
H (-2.824, -1.876, -2.433)
H (-1.103, -1.621, -2.303)
H (-0.831, 0.506, -1.580)
C (1.013, 11.681, 0.232)
C (2.514, 11.412, 0.208)
C (2.955, 10.515, -0.947)
C (2.351, 9.109, -0.934)
C (2.622, 8.303, 0.335)
C (4.106, 8.036, 0.576)
H (0.440, 10.760, 0.351)
H (0.746, 12.341, 1.059)
H (0.690, 12.161, -0.695)
H (2.822, 10.975, 1.162)
H (3.045, 12.365, 0.128)
H (4.046, 10.445, -0.945)
H (2.688, 10.997, -1.892)
H (2.740, 8.555, -1.794)
H (1.270, 9.172, -1.086)
H (2.100, 7.350, 0.244)
H (2.198, 8.809, 1.207)
H (4.543, 7.491, -0.265)
H (4.255, 7.437, 1.476)
H (4.671, 8.961, 0.706)
C (9.059, 1.391, 3.590)
C (9.685, 2.121, 2.406)
C (9.542, 3.641, 2.482)
C (8.102, 4.152, 2.507)
C (7.242, 3.715, 1.326)
C (7.744, 4.213, -0.025)
H (7.985, 1.571, 3.652)
H (9.200, 0.314, 3.505)
H (9.510, 1.717, 4.531)
H (9.243, 1.744, 1.479)
H (10.749, 1.880, 2.354)
H (10.078, 4.089, 1.641)
H (10.046, 4.001, 3.385)
H (8.121, 5.246, 2.548)
H (7.617, 3.828, 3.432)
H (6.230, 4.092, 1.487)
H (7.166, 2.622, 1.309)
H (7.787, 5.304, -0.044)
H (7.083, 3.891, -0.832)
H (8.742, 3.832, -0.249)
C (-1.987, -7.143, -3.443)
C (-3.265, -6.846, -4.224)
C (-4.166, -5.819, -3.542)
C (-4.692, -6.233, -2.166)
C (-5.488, -7.537, -2.148)
C (-6.757, -7.482, -2.993)
H (-2.202, -7.561, -2.458)
H (-1.364, -7.864, -3.974)
H (-1.396, -6.235, -3.303)
H (-3.816, -7.775, -4.394)
H (-2.996, -6.468, -5.213)
H (-5.009, -5.590, -4.200)
H (-3.611, -4.880, -3.431)
H (-5.322, -5.426, -1.779)
H (-3.855, -6.318, -1.466)
H (-5.761, -7.761, -1.114)
H (-4.859, -8.366, -2.483)
H (-7.420, -6.687, -2.645)
H (-7.306, -8.423, -2.935)
H (-6.535, -7.298, -4.045)
C (-4.142, -8.757, 5.303)
C (-3.518, -8.127, 4.062)
C (-3.554, -6.599, 4.071)
C (-4.956, -5.987, 4.101)
C (-5.866, -6.410, 2.948)
C (-5.331, -6.000, 1.580)
H (-5.197, -8.498, 5.402)
H (-4.076, -9.845, 5.263)
H (-3.628, -8.425, 6.208)
H (-4.018, -8.508, 3.167)
H (-2.476, -8.447, 3.986)
H (-3.010, -6.228, 3.197)
H (-2.999, -6.237, 4.943)
H (-4.858, -4.897, 4.093)
H (-5.444, -6.236, 5.047)
H (-6.848, -5.956, 3.098)
H (-6.025, -7.491, 2.969)
H (-5.206, -4.916, 1.524)
H (-6.017, -6.296, 0.785)
H (-4.365, -6.463, 1.367)
C (-6.409, -2.552, -1.189)
C (-7.410, -2.284, -2.306)
C (-6.811, -1.501, -3.474)
C (-6.296, -0.106, -3.115)
C (-7.337, 0.824, -2.493)
C (-8.516, 1.121, -3.415)
H (-6.033, -1.627, -0.749)
H (-6.866, -3.133, -0.386)
H (-5.555, -3.121, -1.567)
H (-8.279, -1.758, -1.901)
H (-7.785, -3.238, -2.687)
H (-7.557, -1.423, -4.270)
H (-5.982, -2.078, -3.897)
H (-5.901, 0.362, -4.023)
H (-5.447, -0.194, -2.430)
H (-6.846, 1.764, -2.229)
H (-7.705, 0.400, -1.554)
H (-8.176, 1.587, -4.342)
H (-9.221, 1.802, -2.938)
H (-9.064, 0.214, -3.676)

***

Record 8
The following is a quantum chemistry calculation of C6H9N in the gas phase, from the Open Molecules 2025 dataset.

Its net charge is 0. As for the total energy: -288.7072 Eh. Its gap between HOMO and LUMO is 8.61 eV. Its relative energy (zero: lowest compared OMol25 entry of this formula, charge and spin) is 47.0 kcal per mole. Its spin multiplicity is 1. Its SMILES is Cc1cc[nH]c1C.

Atoms and positions in Å:
C (-0.228, 0.528, 1.903)
C (-0.111, -0.081, 0.572)
C (0.141, 0.278, -0.738)
C (0.495, 1.639, -1.270)
C (-0.083, -0.909, -1.490)
C (-0.378, -1.931, -0.597)
N (-0.381, -1.408, 0.698)
H (0.329, 1.475, 1.994)
H (0.036, -0.472, 2.639)
H (-1.248, 0.658, 2.266)
H (1.062, 1.576, -2.208)
H (1.114, 2.192, -0.554)
H (-0.397, 2.243, -1.474)
H (0.026, -0.987, -2.575)
H (-0.485, -2.982, -0.808)
H (-0.291, -1.550, 1.828)